Computed, not measured: a cluster of 6 separate species, C10H31NO6 in total in a non-equilibrium geometry, with ωB97M-V with the def2-TZVPD basis set.

Structure (ORCA input):
```
! RIJCOSX wB97M-V def2-TZVPD def2/J DEFGRID3
* xyz 0 1
C 15.32 -5.39 -11.23
C 15.31 -3.88 -11.66
C 15.43 -2.99 -10.44
C 16.62 -3.72 -12.54
C 16.67 -2.61 -13.55
C 15.39 -2.54 -14.35
C 14.07 -2.48 -13.46
C 13.88 -1.18 -12.79
C 12.92 -2.80 -14.46
N 14.14 -3.59 -12.49
O 13.00 -3.83 -11.78
H 14.96 -5.89 -12.13
H 16.29 -5.77 -10.94
H 14.72 -5.52 -10.33
H 14.40 -2.88 -10.11
H 16.01 -3.47 -9.65
H 15.86 -1.99 -10.45
H 17.50 -3.57 -11.92
H 16.77 -4.67 -13.05
H 16.91 -1.75 -12.92
H 17.51 -2.67 -14.25
H 15.39 -3.40 -15.03
H 15.48 -1.67 -14.99
H 14.58 -0.89 -12.01
H 12.92 -1.10 -12.28
H 13.85 -0.35 -13.50
H 13.09 -2.42 -15.47
H 11.99 -2.33 -14.14
H 12.70 -3.84 -14.70
H 12.81 -4.72 -12.08
C 8.61 -8.92 -10.53
O 9.96 -8.80 -10.82
H 8.48 -9.27 -9.51
H 8.19 -7.92 -10.62
H 8.10 -9.56 -11.25
H 10.03 -8.47 -11.72
O 12.43 -7.12 -10.67
H 12.02 -7.97 -10.82
H 12.09 -6.56 -11.37
O 11.98 -10.40 -9.61
H 11.36 -9.70 -9.83
H 12.24 -10.77 -10.45
O 11.26 -5.88 -12.92
H 10.64 -5.18 -12.71
H 10.89 -6.32 -13.69
O 13.19 -7.54 -7.84
H 14.14 -7.46 -7.93
H 12.85 -7.29 -8.70
*
```

Properties
* SMILES: CC1(C)CCCC(C)(C)N1O.CO.O.O.O.O
* E: -24645.527 eV
* ΔE to the lowest compared entry with this formula, charge and spin: 133.2 kJ/mol

Atomic partial charges in e from the Mulliken method, atoms 1 to 8: C -2.13; C 1.88; C -1.97; C -1.27; C -0.80; C -1.12; C 1.42; C -1.73

---

Computed, not measured: a structure of composition C22H16F3NO4V in a non-equilibrium geometry, with ωB97M-V with the def2-TZVPD basis set.

Structure (ORCA input):
```
! RIJCOSX wB97M-V def2-TZVPD def2/J DEFGRID3
* xyz 0 2
V -0.02 0.78 -2.50
O -2.92 -2.09 -2.16
C -2.22 -0.95 -2.15
O -1.34 -0.72 -3.02
C -2.49 0.05 -1.19
C -3.50 0.13 -0.23
C -3.62 1.27 0.54
C -2.74 2.34 0.31
C -1.75 2.22 -0.63
N -1.59 1.07 -1.36
C -0.80 3.19 -1.12
O -0.64 4.40 -0.59
O -0.12 2.87 -2.11
H -2.60 -2.62 -2.91
H -4.18 -0.69 -0.12
H -4.40 1.35 1.28
H -2.86 3.26 0.87
H -1.13 4.46 0.24
C 2.26 -4.18 2.13
C 2.75 -2.88 2.07
C 2.31 -2.01 1.09
C 1.36 -2.42 0.15
C 0.90 -3.73 0.21
C 1.34 -4.60 1.19
C 0.86 -1.52 -0.92
C 0.66 -0.20 -0.86
C 0.74 0.58 0.40
C 1.48 1.76 0.50
C 1.43 2.54 1.65
C 0.60 2.18 2.71
C -0.15 1.02 2.61
C -0.09 0.23 1.47
H 2.61 -4.86 2.90
H 3.49 -2.54 2.79
H 2.71 -1.01 1.04
H 0.18 -4.07 -0.53
H 0.96 -5.62 1.22
H 0.64 -2.04 -1.85
H 2.12 2.06 -0.32
H 2.03 3.44 1.71
H 0.56 2.79 3.60
H -0.80 0.72 3.43
H -0.68 -0.67 1.40
F 3.05 0.67 -2.52
C 1.94 1.29 -2.88
F 1.34 0.36 -4.01
F 2.30 2.38 -3.55
*
```

Properties
* E: -66593.116 eV
* ΔE to the lowest compared entry with this formula, charge and spin: 2.6 kJ/mol

Atomic partial charges in e from the Mulliken method, atoms 1 to 8: V 0.15; O -0.48; C 0.29; O -0.82; C 0.03; C -0.33; C -0.99; C -0.44

---

Computed, not measured: an isolated molecule of C21H30N4O6S2 in a non-equilibrium geometry, with ωB97M-V with the def2-TZVPD basis set.

Structure (ORCA input):
```
! RIJCOSX wB97M-V def2-TZVPD def2/J DEFGRID3
* xyz 0 1
O 0.94 0.45 -1.77
C 1.46 -0.61 -2.05
C 0.68 -1.93 -1.90
N 0.39 -2.15 -0.49
C 1.42 -2.61 0.27
O 2.51 -2.85 -0.22
C 1.15 -2.76 1.74
S -0.41 -3.65 2.01
C -1.41 -2.50 1.13
C -2.72 -2.27 1.53
C -3.50 -1.34 0.86
C -2.95 -0.64 -0.19
S -3.93 0.59 -1.06
O -3.53 0.58 -2.43
O -5.31 0.36 -0.73
N -3.54 2.08 -0.45
C -2.29 2.70 -0.84
C -1.21 2.51 0.22
O -1.66 2.89 1.50
C -2.81 2.17 1.89
C -3.96 2.39 0.89
C -1.66 -0.87 -0.62
C -0.88 -1.83 0.01
N 2.71 -0.76 -2.48
C 3.66 0.34 -2.57
C 4.95 0.01 -1.83
C 4.69 -0.21 -0.33
N 4.08 0.98 0.24
C 5.05 1.91 0.79
C 4.33 3.21 1.17
O 3.29 2.96 2.10
C 2.37 2.05 1.57
C 3.04 0.72 1.21
H -0.25 -1.89 -2.46
H 1.28 -2.78 -2.24
H 1.95 -3.34 2.20
H 1.08 -1.78 2.23
H -3.11 -2.82 2.37
H -4.53 -1.16 1.14
H -1.99 2.27 -1.79
H -2.48 3.78 -0.98
H -0.35 3.14 0.01
H -0.88 1.46 0.24
H -3.08 2.54 2.88
H -2.57 1.10 1.95
H -4.82 1.77 1.12
H -4.26 3.45 0.92
H -1.28 -0.29 -1.45
H 3.10 -1.69 -2.58
H 3.87 0.55 -3.62
H 3.18 1.21 -2.11
H 5.64 0.84 -1.96
H 5.41 -0.89 -2.24
H 5.63 -0.47 0.17
H 4.01 -1.05 -0.21
H 5.81 2.13 0.04
H 5.54 1.50 1.69
H 5.01 3.91 1.66
H 3.91 3.67 0.26
H 1.60 1.91 2.33
H 1.91 2.46 0.66
H 2.30 0.06 0.76
H 3.44 0.25 2.13
*
```

Properties
* SMILES: O=C(CN1C(=O)CSc2ccc(S(=O)(=O)N3CCOCC3)cc21)NCCCN1CCOCC1
* E: -62180.036 eV
* ΔE to the lowest compared entry with this formula, charge and spin: 5.8 kJ/mol

Atomic partial charges in e from the Mulliken method, atoms 1 to 8: O -0.58; C 0.73; C -1.55; N 0.19; C 0.70; O -0.64; C -0.67; S -0.18

---

Computed, not measured: a structure of composition C22H18BrNOS6Y, with ωB97M-V with the def2-TZVPD basis set.

Structure (ORCA input):
```
! RIJCOSX wB97M-V def2-TZVPD def2/J DEFGRID3
* xyz -1 1
Y -0.59 0.32 0.90
C 4.55 -2.78 -0.78
C 3.73 -2.69 0.47
C 2.56 -3.43 0.62
C 1.78 -3.32 1.76
C 2.18 -2.48 2.79
C 3.35 -1.74 2.67
C 4.11 -1.84 1.51
H 4.00 -3.27 -1.58
H 5.47 -3.35 -0.61
H 4.84 -1.79 -1.13
H 2.24 -4.08 -0.19
H 0.84 -3.86 1.83
H 1.56 -2.38 3.68
H 3.64 -1.06 3.45
H 5.00 -1.24 1.40
O 0.76 5.99 -0.72
C 0.71 5.00 -0.03
S 1.92 3.71 -0.05
C 1.13 2.61 1.08
C -0.06 3.03 1.60
S -1.10 2.16 2.71
S -0.62 4.62 1.06
S 1.95 1.08 1.32
S -1.40 -1.98 1.91
C -3.15 -1.74 1.71
C -3.99 -2.42 2.60
C -5.37 -2.34 2.53
C -5.95 -1.56 1.53
C -5.14 -0.88 0.64
C -3.74 -0.95 0.70
S -2.82 -0.05 -0.51
H -3.52 -3.02 3.37
H -5.98 -2.88 3.24
H -7.03 -1.47 1.46
H -5.58 -0.26 -0.13
C -0.64 4.16 -3.51
C -0.24 2.76 -3.15
C 0.39 1.90 -4.02
C 0.76 0.63 -3.62
C 0.49 0.27 -2.32
Br 0.95 -1.42 -1.61
N -0.12 1.07 -1.46
C -0.49 2.28 -1.87
H -0.32 4.41 -4.53
H -0.19 4.89 -2.83
H -1.72 4.29 -3.45
H 0.61 2.23 -5.03
H 1.26 -0.06 -4.29
H -1.00 2.89 -1.13
*
```

Properties
* E: -162748.657 eV
* ΔE to the lowest compared entry with this formula, charge and spin: 5.3 kJ/mol

Atomic partial charges in e from the Mulliken method, atoms 1 to 8: Y 0.66; C -1.57; C 0.88; C -0.53; C -0.52; C -0.40; C -0.53; C -0.33

---

- Which of these has the highest E?
  C10H31NO6